(1)
{"formula": "C10H20N2PSTl", "method": "wB97M-V/def2-TZVPD", "e_homo_ev": [-5.21, -5.22], "homo_lumo_gap_ev": [5.0, 5.1], "lumo_energy_ev": [-0.17, -0.16], "total_charge": 0, "max_force_ev_per_a": 2.047, "species": ["C", "C", "C", "C", "C", "Tl", "P", "H", "H", "H", "H", "H", "H", "H", "H", "C", "N", "C", "C", "S", "N", "C", "C", "H", "H", "H", "H", "H", "H", "H", "H", "H", "H", "H", "H"], "xyz": [[-0.21994, -0.64333, -3.65958], [-0.31233, 0.20667, -4.73513], [-0.03345, 1.59804, -4.75880], [0.63093, 2.33143, -3.74013], [1.01542, 1.83727, -2.52048], [-0.04072, 0.16381, -1.73726], [0.54381, -2.37037, -0.65143], [-0.31582, -1.73676, -3.77484], [-0.64178, -0.18273, -5.71128], [-0.31167, 2.14817, -5.66891], [1.67552, 2.40005, -1.84019], [0.82251, 3.37785, -4.03543], [1.81400, -2.71360, -0.09177], [0.52799, -3.33900, -1.69892], [-0.32663, -3.05200, 0.25646], [1.81392, 1.39223, 1.46086], [0.83769, 0.53240, 2.13701], [1.37097, -0.62034, 2.87194], [-0.42297, 0.49701, 1.64107], [-0.89968, 1.53870, 0.37561], [-1.30457, -0.41665, 2.15255], [-1.42265, -0.56031, 3.60400], [-2.55353, -0.62500, 1.41720], [2.74955, 1.34325, 2.02078], [1.44379, 2.42339, 1.43910], [1.99625, 1.06817, 0.42342], [1.28968, -0.46832, 3.95673], [0.86683, -1.55216, 2.58653], [2.43398, -0.71237, 2.63706], [-2.42027, -0.23514, 3.92125], [-1.32692, -1.61700, 3.88449], [-0.66576, 0.03057, 4.12466], [-3.05825, 0.33457, 1.22877], [-2.36350, -1.11568, 0.45281], [-3.19240, -1.26280, 2.03182]], "mulliken_charge": [-0.59, -0.37, -0.47, -0.34, -0.43, 0.59, -0.10, 0.15, 0.28, 0.29, 0.26, 0.26, 0.07, 0.11, 0.09, -1.06, 0.15, -1.21, -0.10, -0.22, 0.38, -1.19, -1.09, 0.48, 0.37, 0.34, 0.29, 0.39, 0.44, 0.45, 0.30, 0.41, 0.40, 0.22, 0.47]}

***

(2)
{"formula": "C10H20N4S", "method": "wB97M-V/def2-TZVPD", "e_homo_ev": -8.39, "homo_lumo_gap_ev": 8.8, "lumo_energy_ev": 0.38, "total_charge": 0, "max_force_ev_per_a": 3.615, "species": ["C", "C", "C", "C", "C", "C", "C", "C", "C", "C", "N", "N", "N", "N", "S", "H", "H", "H", "H", "H", "H", "H", "H", "H", "H", "H", "H", "H", "H", "H", "H", "H", "H", "H", "H"], "xyz": [[3.71275, -1.01560, 1.27181], [3.34406, -3.12005, 1.12131], [-2.64962, -3.41159, 3.02784], [2.17783, 4.16517, -1.90126], [-2.38824, -2.80450, 1.61748], [1.73573, 2.71883, -2.29794], [-1.18812, -1.91832, 1.54902], [1.54337, 1.83016, -0.99902], [-0.92019, -1.12496, 0.27536], [0.74464, 0.55939, -1.16312], [4.60491, -1.66768, 1.97271], [4.37078, -2.96451, 1.86433], [1.75698, -1.68310, -0.10778], [2.87827, -1.89676, 0.66260], [0.82941, -0.48618, 0.34483], [3.85863, 0.01509, 1.08909], [3.05265, -4.21009, 0.94728], [-2.03479, -4.33866, 3.32433], [-2.52789, -2.64395, 3.86594], [-3.64749, -3.76740, 3.02202], [3.16331, 4.14483, -1.27643], [2.46243, 4.69003, -2.90639], [1.49752, 4.72032, -1.22837], [-2.06631, -3.70230, 0.99182], [-3.29970, -2.28858, 1.32059], [0.79722, 2.86275, -2.77462], [2.69980, 2.42178, -2.82812], [-1.26658, -1.13479, 2.20143], [-0.28333, -2.44525, 1.72759], [2.56925, 1.54258, -0.59380], [0.75020, 2.39807, -0.40613], [-1.01236, -1.88050, -0.59471], [-1.62625, -0.26769, 0.12931], [-0.39480, 0.71428, -1.35163], [1.04913, -0.18544, -1.90625]], "mulliken_charge": [0.08, -0.01, -1.18, -1.16, -0.36, -0.40, -1.01, -0.23, -0.47, -0.77, -0.47, -0.46, -1.03, 0.59, 0.16, 0.41, 0.36, 0.28, 0.29, 0.39, 0.28, 0.31, 0.37, 0.25, 0.35, 0.37, 0.28, 0.46, 0.34, 0.08, 0.23, 0.33, 0.46, 0.38, 0.50]}

***

(3)
{"formula": "C10H20N4S", "method": "wB97M-V/def2-TZVPD", "e_homo_ev": [-7.84, -7.84], "homo_lumo_gap_ev": [5.2, 5.2], "lumo_energy_ev": [-2.60, -2.60], "total_charge": 0, "max_force_ev_per_a": 4.010, "species": ["C", "C", "C", "C", "C", "C", "C", "C", "C", "C", "N", "N", "N", "N", "S", "H", "H", "H", "H", "H", "H", "H", "H", "H", "H", "H", "H", "H", "H", "H", "H", "H", "H", "H", "H"], "xyz": [[-1.44836, 0.02506, 2.66890], [-0.30528, -1.60963, 3.30141], [-2.24469, -3.52802, -0.17452], [3.82940, 2.20885, -0.86441], [-2.08373, -2.01941, -0.47627], [2.34734, 1.88467, -1.00196], [-0.88802, -1.68164, -1.36397], [1.40391, 2.91957, -0.42226], [-0.69703, -0.23457, -1.67371], [-0.03823, 2.50047, -0.67928], [-2.05105, -0.49625, 3.72818], [-1.40902, -1.60331, 3.99973], [1.06029, 0.28987, 0.43696], [-0.28487, -0.63418, 2.36052], [-0.30121, 0.69801, -0.06493], [-1.48788, 1.00888, 2.21996], [0.20239, -2.58674, 3.37112], [-2.59755, -4.05688, -0.97217], [-1.29190, -3.90011, -0.03254], [-2.80267, -3.63670, 0.74844], [4.09047, 3.19696, -0.67810], [4.30379, 1.54482, -0.11477], [4.26700, 2.08828, -1.79240], [-3.07693, -1.86633, -1.02373], [-1.87058, -1.57521, 0.53900], [2.23006, 1.62027, -1.98668], [1.91965, 0.97694, -0.31338], [-0.12391, -2.11823, -0.77013], [-1.04382, -2.43322, -2.26287], [1.42220, 3.18915, 0.59615], [1.46635, 3.96872, -0.82494], [0.05404, -0.03226, -2.43762], [-1.55753, 0.23642, -2.08038], [-0.73668, 3.06773, -0.24405], [-0.25596, 2.58803, -1.71530]], "mulliken_charge": [-0.02, -0.21, -1.68, -1.48, 0.28, 0.44, -0.82, -0.62, -0.89, -1.25, -0.47, -0.49, -0.38, -0.29, 0.63, 0.31, 0.36, 0.52, 0.41, 0.38, 0.39, 0.34, 0.40, 0.32, -0.06, 0.38, -0.06, 0.39, 0.29, 0.29, 0.44, 0.41, 0.61, 0.67, 0.43]}

***

(4)
{"formula": "C10H20NO", "method": "wB97M-V/def2-TZVPD", "e_homo_ev": -13.83, "homo_lumo_gap_ev": 9.9, "lumo_energy_ev": -3.96, "total_charge": 1, "max_force_ev_per_a": 5.560, "species": ["C", "N", "C", "C", "C", "O", "C", "C", "C", "C", "C", "C", "H", "H", "H", "H", "H", "H", "H", "H", "H", "H", "H", "H", "H", "H", "H", "H", "H", "H", "H", "H"], "xyz": [[-2.59687, 1.20606, -3.24319], [-2.38715, 0.32715, -2.19567], [-1.86049, -0.21484, -1.35374], [-1.88073, -1.57339, -0.08211], [-2.22296, -2.81142, -0.85679], [-2.89703, -1.21736, 0.74625], [-0.44148, -1.49642, 0.44751], [0.04851, -0.12991, 0.97687], [1.49324, -0.09397, 1.47401], [2.12824, 1.37811, 1.37615], [2.10135, 1.93852, -0.13014], [3.59307, 1.30696, 1.95267], [-1.88228, 0.75086, -4.03242], [-3.50358, 0.87248, -3.60887], [-2.52488, 2.30877, -3.10002], [-2.01183, -3.55950, -0.00356], [-3.31549, -2.96377, -1.15164], [-1.47665, -2.95740, -1.56831], [-2.64887, -0.68925, 1.53181], [0.06127, -1.81236, -0.41828], [-0.32654, -2.24740, 1.38387], [-0.53771, 0.08731, 1.91829], [-0.06975, 0.67501, 0.19291], [1.56642, -0.47544, 2.49563], [1.98756, -0.95730, 0.85025], [1.44692, 2.08358, 1.98863], [2.80500, 1.53170, -0.69074], [1.11592, 1.93473, -0.59112], [2.43298, 3.04173, -0.19324], [3.58683, 0.89147, 2.91828], [4.13090, 2.29400, 1.85474], [4.08609, 0.57128, 1.11197]], "mulliken_charge": [-0.73, 0.18, -0.18, 1.02, -1.24, -0.49, -0.84, -0.08, -1.04, 0.46, -1.41, -1.27, 0.33, 0.38, 0.31, 0.37, 0.34, 0.42, 0.41, 0.49, 0.23, 0.21, -0.04, 0.44, 0.34, 0.25, 0.41, 0.37, 0.35, 0.39, 0.35, 0.25]}

***

(5)
{"formula": "C10H20NO", "method": "wB97M-V/def2-TZVPD", "e_homo_ev": [-9.08, -14.05], "homo_lumo_gap_ev": [5.0, 7.6], "lumo_energy_ev": [-4.10, -6.46], "total_charge": 1, "spin_multiplicity": 3, "max_force_ev_per_a": 6.192, "species": ["C", "C", "C", "C", "C", "C", "C", "C", "C", "C", "N", "O", "H", "H", "H", "H", "H", "H", "H", "H", "H", "H", "H", "H", "H", "H", "H", "H", "H", "H", "H", "H"], "xyz": [[-1.86584, 0.85994, 0.07319], [0.22591, -2.95184, -1.34559], [-1.13497, -2.31666, 0.57854], [2.65159, 3.08345, -0.43846], [-4.25962, 1.33483, -0.53700], [1.23464, -0.13420, 1.20119], [0.93861, -0.87836, -0.11103], [2.19179, 1.11448, 1.08436], [0.30495, -2.27894, 0.03834], [1.61533, 2.10258, 0.03331], [-2.98520, 1.03646, -0.14160], [0.45595, 2.21445, -0.25485], [-0.38966, -3.96679, -1.19317], [-0.23331, -2.13734, -1.97586], [1.24734, -3.08816, -1.84869], [-1.32121, -3.35506, 0.72842], [-1.92777, -1.90192, -0.09129], [-1.25108, -1.83479, 1.51952], [3.09224, 3.44462, 0.45535], [3.42934, 2.48856, -1.06128], [2.18497, 3.82332, -0.98328], [-4.36971, 1.46615, -1.64184], [-5.05070, 0.77734, -0.12210], [-4.33708, 2.44156, -0.14088], [0.37279, 0.28389, 1.77780], [1.51531, -0.80346, 1.90054], [0.20467, -0.26788, -0.76475], [1.86915, -1.11413, -0.65589], [2.32715, 1.40006, 2.12479], [3.30701, 0.87159, 0.73270], [0.79436, -2.92274, 0.78397], [-0.83696, 1.20900, 0.27556]], "mulliken_spin": [0.03, 0.00, 0.00, 0.22, 0.00, 0.00, -0.02, 0.15, 0.00, 0.65, 0.00, 0.80, 0.00, 0.00, 0.00, 0.00, 0.00, 0.00, 0.02, 0.03, 0.00, 0.00, 0.00, 0.00, 0.01, 0.01, 0.02, 0.01, 0.04, 0.02, 0.00, 0.00]}

***

(6)
{"formula": "C10H20O5S", "method": "wB97M-V/def2-TZVPD", "e_homo_ev": -10.27, "homo_lumo_gap_ev": 10.7, "lumo_energy_ev": 0.47, "total_charge": 0, "max_force_ev_per_a": 1.130, "species": ["C", "C", "C", "C", "C", "C", "S", "O", "O", "O", "H", "H", "H", "H", "H", "H", "H", "H", "C", "C", "O", "H", "H", "H", "H", "H", "H", "C", "C", "O", "H", "H", "H", "H", "H", "H"], "xyz": [[2.68888, 0.63126, 2.61512], [1.91579, 1.40738, 2.13837], [0.95907, 2.34612, 1.54115], [0.19762, 1.69200, 0.37093], [-1.29185, 1.44071, 0.62219], [-1.65657, 1.03007, 2.04834], [-0.87694, 1.99066, 3.33390], [-1.86850, 2.84775, 3.91003], [-0.13710, 1.14973, 4.21817], [0.08755, 2.96297, 2.50843], [3.42450, -0.06621, 2.94830], [1.55237, 3.16407, 1.14047], [0.74204, 0.80444, 0.06879], [0.25800, 2.37840, -0.47337], [-1.88109, 2.28663, 0.28336], [-1.58161, 0.61504, -0.02732], [-2.71367, 1.23126, 2.19745], [-1.51488, -0.03072, 2.23137], [0.58466, -2.79457, 1.35145], [0.30663, -2.25603, -0.03989], [1.28285, -1.29212, -0.43443], [0.60128, -1.98086, 2.07832], [-0.17458, -3.51827, 1.65068], [1.55972, -3.28620, 1.38687], [-0.66047, -1.75461, -0.06747], [0.28785, -3.06929, -0.77237], [2.14148, -1.72516, -0.42796], [-0.02038, -1.47218, -4.17087], [-0.89605, -0.24844, -4.35423], [-1.27373, 0.29816, -3.09142], [-0.54760, -2.22995, -3.59050], [0.27481, -1.90359, -5.12871], [0.88275, -1.20484, -3.61698], [-1.81497, -0.50411, -4.87867], [-0.37342, 0.51700, -4.93767], [-0.46446, 0.54350, -2.63180]], "mulliken_charge": [-0.10, -0.52, 0.11, -0.20, -0.51, -0.74, 1.22, -0.67, -0.59, -0.41, 0.43, 0.27, -0.02, 0.30, 0.44, 0.21, 0.46, 0.31, -1.14, -0.10, -0.47, 0.21, 0.34, 0.39, 0.20, 0.31, 0.26, -0.93, -0.26, -0.45, 0.21, 0.38, 0.27, 0.28, 0.27, 0.23]}